ORCA calculation (ωB97M-V with the def2-TZVPD basis set) on a structure of composition C31H47AlNO4P2.

- lowest unoccupied orbital energy (eV) = -3.56
- HOMO-LUMO gap (Eh) = 0.236
- net charge = +1

Element x y z (Å)
1 Al -0.077 0.146 -0.821
2 C -0.707 2.107 1.433
3 C -1.936 1.411 1.589
4 C -0.264 -0.184 1.386
5 C 0.345 1.153 1.281
6 C -1.679 0.029 1.632
7 C -0.499 3.570 1.548
8 H -1.431 4.127 1.396
9 H 0.238 3.921 0.810
10 H -0.111 3.834 2.545
11 C 1.778 1.449 1.538
12 H 1.964 2.527 1.612
13 H 2.409 1.054 0.733
14 H 2.107 0.982 2.480
15 C 0.454 -1.367 1.937
16 H 0.524 -1.284 3.037
17 H 1.478 -1.420 1.550
18 H -0.053 -2.313 1.694
19 C -2.602 -1.014 2.133
20 H -2.533 -1.093 3.232
21 H -2.358 -2.002 1.721
22 H -3.648 -0.786 1.897
23 C -3.237 2.057 1.885
24 H -3.295 2.361 2.942
25 H -4.070 1.372 1.688
26 H -3.377 2.958 1.275
27 C -1.213 2.218 -5.172
28 C -1.528 3.135 -4.243
29 C -2.924 3.544 -3.900
30 C -3.955 2.386 -3.721
31 C -3.426 1.105 -3.159
32 C -3.010 0.096 -3.956
33 C -2.835 0.185 -5.441
34 C -2.216 1.503 -6.011
35 H -3.311 4.186 -4.709
36 H -4.442 2.198 -4.691
37 H -2.912 4.154 -2.983
38 H -3.036 2.190 -6.291
39 H -0.166 2.082 -5.463
40 H -0.752 3.815 -3.893
41 H -1.703 1.214 -6.940
42 H -2.204 -0.662 -5.755
43 H -2.924 -0.925 -3.577
44 H -3.809 0.053 -5.947
45 H -4.736 2.768 -3.044
46 H -3.615 0.958 -2.087
47 P 0.463 1.498 -2.558
48 P -1.130 -1.798 -1.704
49 C -0.125 0.128 -3.678
50 C -0.388 -1.380 -3.356
51 H 0.452 0.188 -4.612
52 H -1.118 0.562 -3.838
53 H -1.068 -1.814 -4.107
54 H 0.576 -1.908 -3.412
55 C -0.596 -3.473 -1.303
56 H -0.717 -3.633 -0.225
57 H 0.456 -3.619 -1.568
58 H -1.215 -4.202 -1.844
59 C -2.930 -1.827 -1.424
60 H -3.429 -2.470 -2.162
61 H -3.338 -0.813 -1.493
62 H -3.126 -2.193 -0.406
63 C 1.621 2.663 -3.277
64 H 1.915 3.389 -2.498
65 H 1.218 3.202 -4.147
66 H 2.527 2.110 -3.573
67 C -0.948 2.414 -1.804
68 H -1.041 2.307 -0.715
69 H -1.894 2.045 -2.207
70 H -0.841 3.491 -1.968
71 O 2.183 -2.061 -2.254
72 C 2.404 -1.524 -1.169
73 O 1.671 -0.555 -0.638
74 C 3.564 -2.004 -0.362
75 C 4.301 -3.061 -0.927
76 C 5.360 -3.624 -0.248
77 C 5.694 -3.142 1.022
78 C 4.999 -2.056 1.597
79 C 3.927 -1.499 0.906
80 N 6.682 -3.834 1.770
81 O 7.238 -4.826 1.239
82 O 6.958 -3.444 2.925
83 H 4.020 -3.437 -1.903
84 H 5.921 -4.444 -0.685
85 H 5.296 -1.688 2.574
86 H 3.386 -0.670 1.360

***

ORCA calculation (ωB97M-V with the def2-TZVPD basis set) on a cluster of 2 separate species, C20H40FN3O6Si2 in total.

- structure (SMILES) = CCCO[C@](C#N)(OCCOCC)[C@](C#N)(CCF)CON=O.C[Si](C)(C)O[Si](C)(C)C
- lowest unoccupied orbital energy (eV) = -0.23
- HOMO-LUMO gap (Eh) = 0.360

Element x y z (Å)
1 C -1.331 -4.086 1.247
2 C -0.671 -2.755 0.897
3 C 0.863 -2.827 0.958
4 O 1.349 -2.834 -0.384
5 C 2.639 -2.363 -0.556
6 C 3.518 -3.018 0.439
7 N 4.161 -3.596 1.224
8 O 2.751 -1.002 -0.299
9 C 1.645 -0.228 -0.750
10 C 1.897 1.205 -0.353
11 O 2.089 1.274 1.033
12 C 3.420 1.556 1.425
13 C 3.642 1.089 2.849
14 C 3.079 -2.784 -2.007
15 C 1.857 -2.869 -2.807
16 N 0.878 -2.987 -3.459
17 C 3.694 -4.192 -2.045
18 C 5.182 -4.246 -1.759
19 F 5.453 -5.476 -1.188
20 C 3.927 -1.731 -2.717
21 O 5.073 -1.379 -1.982
22 N 5.164 0.023 -1.848
23 O 6.081 0.328 -1.216
24 H -2.215 -4.249 0.649
25 H -0.665 -4.904 1.015
26 H -1.627 -4.143 2.285
27 H -0.935 -2.531 -0.127
28 H -1.038 -1.959 1.527
29 H 1.135 -3.739 1.461
30 H 1.230 -1.968 1.505
31 H 0.732 -0.521 -0.254
32 H 1.496 -0.293 -1.824
33 H 2.732 1.624 -0.902
34 H 1.003 1.761 -0.612
35 H 3.599 2.623 1.348
36 H 4.119 1.034 0.787
37 H 2.716 0.783 3.309
38 H 4.320 0.250 2.874
39 H 4.113 1.868 3.428
40 H 3.533 -4.556 -3.051
41 H 3.148 -4.867 -1.409
42 H 5.487 -3.510 -1.035
43 H 5.783 -4.184 -2.653
44 H 4.190 -2.125 -3.690
45 H 3.318 -0.859 -2.905
46 O -4.360 2.895 -0.323
47 Si -5.231 3.993 0.546
48 C -4.080 5.188 1.413
49 C -6.273 3.117 1.831
50 C -6.358 4.957 -0.584
51 Si -3.214 1.736 -0.088
52 C -2.763 0.935 -1.713
53 C -3.859 0.415 1.071
54 C -1.670 2.490 0.654
55 H -3.482 4.682 2.173
56 H -4.652 5.979 1.903
57 H -3.398 5.655 0.700
58 H -6.899 2.350 1.369
59 H -6.926 3.828 2.340
60 H -5.647 2.635 2.585
61 H -7.064 4.300 -1.096
62 H -5.790 5.502 -1.340
63 H -6.931 5.682 -0.002
64 H -3.630 0.459 -2.174
65 H -2.004 0.167 -1.548
66 H -2.360 1.666 -2.417
67 H -4.020 0.815 2.074
68 H -3.143 -0.407 1.147
69 H -4.807 0.009 0.710
70 H -1.856 2.871 1.659
71 H -1.310 3.316 0.036
72 H -0.880 1.738 0.715

***

ORCA calculation (ωB97M-V with the def2-TZVPD basis set) on the molecule C4H8N2O2.

- structure (SMILES) = CN(N)/C=C\C(=O)O
- lowest unoccupied orbital energy (eV) = 0.73
- relative energy (zero: lowest compared OMol25 entry of this formula, charge and spin) (kcal per mole) = 85.6
- HOMO-LUMO gap (Eh) = 0.314

Element x y z (Å)
1 C -0.828 -1.733 0.194
2 C -0.716 -0.370 0.120
3 C 0.163 -2.906 0.153
4 C -0.140 1.933 -0.033
5 N 1.606 0.540 0.238
6 N 0.245 0.548 -0.147
7 O 1.299 -2.823 0.579
8 O -0.302 -3.927 -0.464
9 H -1.866 -2.058 0.329
10 H -1.686 -0.004 0.123
11 H -0.282 2.222 0.981
12 H 0.511 2.687 -0.432
13 H -1.115 2.087 -0.356
14 H 1.812 -0.413 0.745
15 H 1.804 1.373 0.871
16 H 0.210 -4.679 -0.359

***

Record order is preserved below.
HOMO: -9.993 -10.014 -7.812 eV
Record order is preserved below.
Calculated total energy: -2489.92509 -2080.61187 -417.11947 Ha